Molecular formula: C47H51Cl2N6O5RuS
Method: DFT, ωB97M-V/def2-TZVPD

Element x y z (Å)
Ru 1.735 -0.343 -0.061
N -7.592 4.454 7.093
C -8.185 4.710 5.842
C -7.468 4.289 4.670
C -7.533 5.034 3.539
C -8.560 6.107 3.479
C -9.398 6.353 4.567
C -9.240 5.519 5.683
S -8.856 7.297 2.165
O -7.841 8.290 2.105
O -10.224 7.893 2.101
N -8.830 6.408 0.807
C -8.158 6.577 -0.305
N -6.756 6.900 -0.067
C -5.989 7.029 -1.091
C -6.346 6.606 -2.398
C -7.632 6.039 -2.431
N -8.513 6.193 -1.516
H -6.945 3.658 7.093
H -8.340 4.363 7.781
H -6.871 3.395 4.710
H -6.834 4.991 2.728
H -10.201 7.085 4.410
H -10.061 5.445 6.404
H -4.968 7.365 -0.919
H -5.834 6.553 -3.340
H -8.130 5.882 -3.409
C 1.710 -1.655 -5.085
C 1.813 -3.100 -4.445
C 2.071 -4.150 -5.530
C 0.577 -3.438 -3.641
C -0.607 -3.603 -4.299
C -1.855 -3.808 -3.618
C -1.837 -3.935 -2.233
C -0.607 -3.760 -1.588
C -0.580 -3.657 -0.099
C -0.827 -4.918 0.738
C 0.760 -3.034 0.107
C 0.626 -3.559 -2.186
N 1.531 -2.949 -1.093
C 2.943 -3.048 -1.026
C 3.805 -2.146 -0.083
N 3.437 -1.285 0.923
C 4.257 -0.315 1.695
C 4.274 -0.256 3.158
C 5.389 0.108 3.889
C 6.205 1.097 3.299
C 6.145 1.132 1.867
C 5.216 0.533 1.014
C 5.353 0.867 -0.473
C 4.157 0.919 -1.411
C 6.485 1.204 -1.194
C 3.248 -0.852 4.091
C 3.636 -2.164 4.808
C 2.568 0.197 4.995
C 5.098 -2.702 -0.376
C 6.365 -2.607 0.241
C 7.470 -3.093 -0.361
C 7.441 -3.986 -1.447
C 6.236 -4.486 -1.866
C 5.974 -5.547 -2.711
C 4.658 -6.018 -2.920
C 3.523 -5.355 -2.377
C 3.716 -4.123 -1.574
C 5.005 -3.756 -1.330
H 2.604 -1.386 -5.660
H 1.584 -0.864 -4.320
H 0.890 -1.614 -5.807
H 2.645 -3.175 -3.737
H 1.458 -3.884 -6.418
H 1.917 -5.233 -5.315
H 3.103 -4.026 -5.871
H -0.611 -3.493 -5.376
H -2.717 -3.877 -4.252
H -2.710 -4.223 -1.608
H -1.176 -2.764 0.196
H -1.891 -5.075 1.001
H -0.374 -4.830 1.731
H -0.365 -5.750 0.134
H 1.277 -3.585 0.963
H 0.726 -1.901 0.471
H 4.848 6.194 8.373
H 5.434 -0.109 4.983
H 6.813 1.729 3.990
H 6.869 1.736 1.425
H 0.762 1.781 0.910
H 3.982 1.997 -1.579
H 3.353 0.710 -0.717
H 4.137 0.193 -2.194
H 7.576 0.846 -0.907
H 6.546 1.144 -2.346
H 4.580 6.069 9.216
H 2.488 -1.270 3.412
H 4.460 -2.537 4.193
H 2.947 -3.000 4.826
H 4.144 -1.948 5.763
H 3.328 0.755 5.546
H 1.863 -0.367 5.607
H 2.014 0.900 4.365
H 6.447 -1.927 1.127
H 8.425 -2.703 0.112
H 8.354 -4.231 -1.951
H 6.837 -6.059 -3.205
H 4.496 -6.848 -3.623
H 2.510 -5.727 -2.485
Cl -10.014 0.475 -8.204
C -8.425 0.585 -7.444
Cl -8.696 1.417 -5.903
H -7.733 1.137 -8.101
H -7.955 -0.406 -7.327
O 0.414 0.029 -1.279
O -0.447 1.003 -1.156
O 1.479 1.268 0.942

spin multiplicity	6
total charge	-2
Kohn-Sham gap (spin up / spin down)	0.1881 / 0.1918	hartree
energy relative to the best compared isomer or geometry (same formula, charge and spin)	76.12	kJ/mol
highest occupied orbital energy (spin up / spin down)	-0.071 / -0.099	Eh

Atom charges from the Löwdin analysis, given in e for atoms 1 to 99: atom 1 (Ru): 1.102, atom 2 (N): 0.089, atom 3 (C): -0.355, atom 4 (C): -0.049, atom 5 (C): -0.017, atom 6 (C): -0.241, atom 7 (C): -0.071, atom 8 (C): -0.085, atom 9 (S): 0.576, atom 10 (O): -0.343, atom 11 (O): -0.384, atom 12 (N): -0.108, atom 13 (C): -0.459, atom 14 (N): 0.095, atom 15 (C): -0.222, atom 16 (C): -0.096, atom 17 (C): -0.233, atom 18 (N): 0.072, atom 19 (H): 0.088, atom 20 (H): 0.082, atom 21 (H): 0.100, atom 22 (H): 0.108, atom 23 (H): 0.107, atom 24 (H): 0.109, atom 25 (H): 0.086, atom 26 (H): 0.059, atom 27 (H): 0.092, atom 28 (C): -0.039, atom 29 (C): -0.359, atom 30 (C): -0.088, atom 31 (C): -0.144, atom 32 (C): -0.044, atom 33 (C): -0.052, atom 34 (C): -0.026, atom 35 (C): -0.177, atom 36 (C): -0.315, atom 37 (C): -0.043, atom 38 (C): -0.191, atom 39 (C): 0.009, atom 40 (N): -0.015, atom 41 (C): -0.073, atom 42 (C): -0.165, atom 43 (N): -0.030, atom 44 (C): -0.097, atom 45 (C): -0.155, atom 46 (C): -0.074, atom 47 (C): -0.056, atom 48 (C): -0.062, atom 49 (C): -0.123, atom 50 (C): -0.264, atom 51 (C): -0.080, atom 52 (C): -0.009, atom 53 (C): -0.404, atom 54 (C): -0.073, atom 55 (C): -0.054, atom 56 (C): -0.140, atom 57 (C): -0.065, atom 58 (C): -0.127, atom 59 (C): -0.085, atom 60 (C): -0.181, atom 61 (C): -0.080, atom 62 (C): -0.105, atom 63 (C): -0.027, atom 64 (C): -0.139, atom 65 (C): -0.072, atom 66 (H): 0.069, atom 67 (H): 0.083, atom 68 (H): 0.067, atom 69 (H): 0.107, atom 70 (H): 0.071, atom 71 (H): 0.088, atom 72 (H): 0.073, atom 73 (H): 0.106, atom 74 (H): 0.086, atom 75 (H): 0.124, atom 76 (H): 0.161, atom 77 (H): 0.076, atom 78 (H): 0.068, atom 79 (H): 0.105, atom 80 (H): 0.147, atom 81 (H): 0.078, atom 82 (H): 0.002, atom 83 (H): 0.122, atom 84 (H): 0.103, atom 85 (H): 0.071, atom 86 (H): -0.111, atom 87 (H): 0.107, atom 88 (H): -0.018, atom 89 (H): 0.077, atom 90 (H): 0.081, atom 91 (H): 0.076, atom 92 (H): -0.002, atom 93 (H): 0.117, atom 94 (H): 0.074, atom 95 (H): 0.068, atom 96 (H): 0.072, atom 97 (H): 0.069, atom 98 (H): 0.074, atom 99 (H): 0.081



Molecular formula: C47H52F13PS
Method: DFT, ωB97M-V/def2-TZVPD

Element x y z (Å)
C -2.537 -5.060 2.278
C -3.855 -4.854 1.515
C -3.793 -4.976 -0.057
P -2.288 -5.969 -0.558
C -2.685 -6.984 -2.094
C -4.185 -7.108 -2.398
C -0.923 -4.808 -1.105
C -1.077 -3.342 -0.646
C -1.294 -2.419 -1.861
F -0.116 -2.301 -2.484
F -2.209 -3.011 -2.637
C -1.823 -1.047 -1.359
F -3.083 -1.225 -0.993
F -1.040 -0.707 -0.333
C -1.662 0.095 -2.450
F -0.425 0.525 -2.328
F -1.830 -0.500 -3.609
C -2.704 1.212 -2.221
F -3.837 0.762 -2.690
F -2.875 1.467 -0.962
S -2.348 2.855 -3.095
F -3.287 3.613 -2.066
F -1.116 3.130 -2.161
F -1.474 2.143 -4.191
F -3.620 2.689 -4.026
F -2.070 4.226 -3.812
H -2.259 -6.101 2.380
H -1.710 -4.448 1.919
H -2.721 -4.718 3.305
H -4.518 -5.657 1.842
H -4.308 -3.901 1.789
H -4.714 -5.468 -0.358
H -3.736 -3.990 -0.524
H -2.102 -6.670 -2.963
H -2.336 -7.985 -1.838
H -4.312 -7.573 -3.379
H -4.664 -6.132 -2.445
H -4.695 -7.739 -1.672
H -0.018 -5.189 -0.635
H -0.736 -4.892 -2.176
H -0.127 -3.020 -0.219
H -1.825 -3.181 0.127
C 2.624 0.991 -3.113
C 3.057 -0.325 -3.196
C 4.338 -0.606 -3.652
C 5.189 0.429 -4.016
C 4.756 1.746 -3.930
C 3.473 2.026 -3.482
H 1.628 1.211 -2.761
H 2.395 -1.132 -2.906
H 4.674 -1.633 -3.723
H 6.189 0.209 -4.367
H 5.420 2.553 -4.212
H 3.133 3.053 -3.420
C 4.491 4.907 0.834
C 4.253 3.918 -0.111
C 2.951 3.540 -0.408
C 1.886 4.157 0.234
C 2.123 5.148 1.177
C 3.426 5.520 1.480
H 5.507 5.199 1.068
H 5.083 3.440 -0.617
H 2.767 2.766 -1.138
H 0.869 3.866 -0.001
H 1.292 5.631 1.676
H 3.612 6.290 2.219
C -4.039 -7.311 6.214
C -5.401 -7.370 6.477
C -6.267 -7.916 5.540
C -5.770 -8.413 4.343
C -4.408 -8.358 4.081
C -3.543 -7.804 5.015
H -3.364 -6.882 6.943
H -5.788 -6.988 7.414
H -7.330 -7.956 5.743
H -6.445 -8.844 3.613
H -4.020 -8.747 3.147
H -2.481 -7.756 4.807
C -1.846 -11.187 4.710
C -1.130 -10.363 3.852
C 0.253 -10.291 3.949
C 0.922 -11.051 4.900
C 0.206 -11.878 5.755
C -1.178 -11.943 5.663
H -2.925 -11.239 4.636
H -1.651 -9.775 3.106
H 0.810 -9.643 3.284
H 2.001 -10.999 4.973
H 0.728 -12.472 6.495
H -1.736 -12.583 6.334
C 0.127 10.334 0.801
C 0.562 9.018 0.718
C 1.842 8.736 0.260
C 2.690 9.772 -0.107
C 2.257 11.088 -0.021
C 0.974 11.369 0.429
H -0.872 10.554 1.156
H -0.098 8.211 1.011
H 2.178 7.710 0.190
H 3.690 9.552 -0.460
H 2.920 11.896 -0.306
H 0.634 12.396 0.491
C 4.160 13.821 -2.678
C 4.595 12.506 -2.761
C 5.874 12.224 -3.220
C 6.723 13.259 -3.588
C 6.289 14.575 -3.502
C 5.007 14.857 -3.051
H 3.160 14.040 -2.323
H 3.935 11.699 -2.469
H 6.210 11.197 -3.290
H 7.722 13.040 -3.942
H 6.952 15.383 -3.788
H 4.667 15.883 -2.989

Kohn-Sham gap	0.3050	hartree
highest occupied orbital energy	-0.289	Eh

Atom charges from the Löwdin analysis, given in e for atoms 1 to 99: atom 1 (C): -0.167, atom 2 (C): -0.287, atom 3 (C): -0.348, atom 4 (P): 0.997, atom 5 (C): -0.417, atom 6 (C): -0.175, atom 7 (C): -0.326, atom 8 (C): -0.133, atom 9 (C): -0.482, atom 10 (F): 0.141, atom 11 (F): 0.133, atom 12 (C): -0.380, atom 13 (F): 0.180, atom 14 (F): 0.163, atom 15 (C): -0.416, atom 16 (F): 0.155, atom 17 (F): 0.192, atom 18 (C): -0.496, atom 19 (F): 0.172, atom 20 (F): 0.185, atom 21 (S): 0.761, atom 22 (F): -0.126, atom 23 (F): -0.117, atom 24 (F): -0.108, atom 25 (F): -0.129, atom 26 (F): -0.106, atom 27 (H): 0.039, atom 28 (H): 0.052, atom 29 (H): 0.071, atom 30 (H): 0.089, atom 31 (H): 0.098, atom 32 (H): 0.058, atom 33 (H): 0.054, atom 34 (H): 0.064, atom 35 (H): 0.049, atom 36 (H): 0.067, atom 37 (H): 0.055, atom 38 (H): 0.068, atom 39 (H): 0.068, atom 40 (H): 0.073, atom 41 (H): 0.126, atom 42 (H): 0.095, atom 43 (C): -0.098, atom 44 (C): -0.081, atom 45 (C): -0.092, atom 46 (C): -0.095, atom 47 (C): -0.092, atom 48 (C): -0.109, atom 49 (H): 0.081, atom 50 (H): 0.093, atom 51 (H): 0.100, atom 52 (H): 0.100, atom 53 (H): 0.101, atom 54 (H): 0.103, atom 55 (C): -0.093, atom 56 (C): -0.085, atom 57 (C): -0.086, atom 58 (C): -0.083, atom 59 (C): -0.111, atom 60 (C): -0.107, atom 61 (H): 0.100, atom 62 (H): 0.102, atom 63 (H): 0.067, atom 64 (H): 0.095, atom 65 (H): 0.100, atom 66 (H): 0.104, atom 67 (C): -0.091, atom 68 (C): -0.096, atom 69 (C): -0.097, atom 70 (C): -0.097, atom 71 (C): -0.109, atom 72 (C): -0.103, atom 73 (H): 0.101, atom 74 (H): 0.100, atom 75 (H): 0.100, atom 76 (H): 0.100, atom 77 (H): 0.096, atom 78 (H): 0.096, atom 79 (C): -0.096, atom 80 (C): -0.107, atom 81 (C): -0.095, atom 82 (C): -0.099, atom 83 (C): -0.098, atom 84 (C): -0.094, atom 85 (H): 0.099, atom 86 (H): 0.092, atom 87 (H): 0.100, atom 88 (H): 0.099, atom 89 (H): 0.099, atom 90 (H): 0.100, atom 91 (C): -0.097, atom 92 (C): -0.093, atom 93 (C): -0.089, atom 94 (C): -0.091, atom 95 (C): -0.101, atom 96 (C): -0.095, atom 97 (H): 0.100, atom 98 (H): 0.098, atom 99 (H): 0.079



| no. | energy (a.u.) |
| --- | --- |
| 1 | -3939.218136 |
| 2 | -3859.822833 |